This record from the Open Molecules 2025 dataset describes C9H7N5O4Os as an isolated structure. The level of theory is ωB97M-V/def2-TZVPD.

Calculated values
Highest occupied orbital energy (spin up / spin down) = -16.1 / -16.1 eV
DFT total energy = -27537.1634 eV

The geometry in ORCA input format:
```
! RIJCOSX wB97M-V def2-TZVPD def2/J DEFGRID3
* xyz 2 1
Os 1.013 0.237 1.400
O 2.207 3.362 -0.734
C 2.102 2.253 -0.398
O 1.244 1.885 0.725
C 2.709 0.986 -0.906
C 3.574 0.842 -1.980
C 4.016 -0.440 -2.289
C 3.589 -1.529 -1.533
C 2.726 -1.283 -0.479
N 2.319 -0.057 -0.195
C 2.134 -2.287 0.454
O 2.247 -3.438 0.559
O 1.267 -1.528 1.373
H 3.882 1.709 -2.549
H 4.692 -0.592 -3.120
H 3.910 -2.540 -1.748
N -2.397 2.631 6.022
C -2.234 1.328 5.843
N -2.641 0.446 6.739
N -1.677 0.881 4.724
C -0.906 0.757 3.795
N -0.174 0.562 2.881
H -2.835 3.004 6.850
H -2.106 3.279 5.309
H -3.115 0.723 7.584
H -2.515 -0.539 6.567
*
```